(1)
Computed, not measured: C36H65BaN3O8 as an isolated structure, with the ωB97M-V functional and the def2-TZVPD basis.

```
113
Properties=species:S:1:pos:R:3:forces:R:3:lowdin_charge:R:1
Ba -11.1776 -16.7968 -10.3083 0.227 -1.753 1.618 1.953
C -15.3808 -14.6949 -7.8608 0.584 1.309 0.511 -0.025
C -14.1570 -14.6132 -6.8323 -2.836 -2.885 0.291 -0.530
C -14.7392 -14.5755 -5.4105 -0.639 0.938 0.777 -0.169
C -15.5271 -15.7729 -4.8376 2.223 0.088 -0.292 -0.169
C -14.5548 -16.9940 -4.9338 -2.068 -0.130 -0.653 -0.147
C -13.9814 -17.2054 -6.3600 0.842 1.036 -0.448 -0.439
N -13.4062 -15.8709 -6.9026 2.402 -1.217 0.648 -0.155
O -12.4402 -16.0200 -8.0076 -1.713 0.359 0.522 -0.467
C -15.0714 -17.7659 -7.3053 -0.201 0.437 0.556 -0.024
C -12.8729 -18.2664 -6.1841 1.015 0.428 -0.785 -0.053
C -13.3397 -13.4122 -7.0958 1.668 -0.018 -0.382 -0.059
H -15.0110 -15.1839 -8.7621 -0.245 -0.328 0.111 0.059
H -15.7019 -13.6949 -8.1521 0.121 0.430 -0.150 0.058
H -16.2918 -15.0956 -7.4162 0.286 -0.636 -0.180 0.057
H -15.3094 -13.6556 -5.2811 -0.737 0.187 -0.508 0.103
H -14.0110 -14.3528 -4.6307 0.995 -0.369 -0.355 0.109
H -16.5069 -15.9195 -5.2920 0.067 -0.111 0.126 0.092
H -15.5577 -15.5284 -3.7758 -0.895 -0.145 0.090 0.094
H -15.1411 -17.8933 -4.7453 -0.283 -0.292 -0.051 0.104
H -13.9009 -17.0156 -4.0620 0.805 0.511 -0.544 0.108
H -15.2889 -18.8046 -7.0563 0.135 -0.178 -0.277 0.082
H -14.8047 -17.6291 -8.3533 0.352 -0.345 0.093 0.065
H -16.0012 -17.2152 -7.1633 -0.116 0.023 0.045 0.054
H -12.3130 -18.5070 -7.0878 -0.267 0.550 -0.444 0.050
H -13.1886 -19.2669 -5.8882 -0.669 0.287 0.508 0.069
H -12.1006 -17.8956 -5.5102 -0.103 0.050 0.322 0.079
H -13.1116 -13.4560 -8.1608 0.315 0.410 -0.057 0.074
H -12.4128 -13.5624 -6.5422 0.201 0.109 -0.128 0.063
H -13.7015 -12.4287 -6.7960 -0.707 -0.218 -0.077 0.083
C -7.7306 -16.5550 -11.8816 0.544 -1.183 0.251 -0.049
C -6.9736 -17.2436 -10.7256 1.842 -0.284 1.553 -0.493
C -6.0322 -16.0949 -10.1887 0.596 -1.345 2.469 -0.111
C -5.4603 -16.3704 -8.7016 -1.506 -0.084 -0.505 -0.151
C -6.5840 -16.8649 -7.7473 0.305 0.800 -0.068 -0.185
C -7.3859 -18.0669 -8.2554 0.884 0.353 0.571 -0.450
N -7.8572 -17.7064 -9.6405 -2.996 -0.830 0.309 -0.138
O -8.9904 -18.6551 -10.1481 2.217 1.973 0.728 -0.443
C -8.5620 -18.2524 -7.1692 -0.220 0.513 -2.071 -0.025
C -6.3649 -19.2678 -8.0919 -0.947 0.049 -0.742 -0.043
C -5.9822 -18.4079 -11.1915 -0.726 1.362 -0.437 -0.033
H -8.4768 -17.2605 -12.2472 -0.359 0.377 -0.065 0.055
H -7.0093 -16.3519 -12.6731 0.121 -0.145 -0.203 0.075
H -8.0869 -15.5690 -11.5833 -0.575 -0.290 0.205 0.056
H -6.5824 -15.1553 -10.1385 0.074 0.072 -0.211 0.080
H -5.1264 -16.0394 -10.7925 -0.262 0.374 -0.493 0.099
H -5.0421 -15.4607 -8.2707 0.019 0.290 -0.182 0.085
H -4.6295 -17.0759 -8.6917 -0.075 -0.185 -0.318 0.079
H -7.2529 -16.0476 -7.4776 -0.356 0.372 -0.585 0.086
H -6.1914 -17.0840 -6.7544 0.485 -0.440 0.035 0.108
H -9.1851 -17.3592 -7.2133 -0.095 0.236 -0.145 0.059
H -8.2744 -18.3315 -6.1208 0.708 -0.215 -0.193 0.071
H -9.2495 -19.0574 -7.4289 0.285 -0.217 -0.083 0.068
H -5.3075 -19.0131 -8.1641 -0.045 0.401 -0.191 0.049
H -6.5781 -19.9524 -8.9129 -0.060 -0.509 0.393 0.070
H -6.4806 -19.6985 -7.0973 -0.220 -0.349 -0.159 0.066
H -5.4231 -18.0270 -12.0461 -0.113 -0.186 -0.508 0.057
H -6.5555 -19.2995 -11.4456 0.146 -0.031 0.093 0.071
H -5.1908 -18.5901 -10.4645 -0.426 -0.214 0.360 0.054
C -14.3801 -23.0472 -7.1811 2.813 -0.189 2.186 -0.153
C -15.0821 -22.9025 -8.2911 -1.875 0.767 -1.584 -0.144
C -14.8507 -21.8245 -9.1600 -1.399 -0.407 -0.234 -0.050
C -13.7811 -20.9732 -9.0035 1.073 2.156 -0.916 -0.120
C -12.9580 -21.1705 -7.8440 0.295 -0.588 -0.926 -0.038
C -13.2482 -22.2185 -7.0012 -0.309 0.001 0.016 -0.103
N -13.4977 -19.8889 -10.0109 -1.857 -3.616 2.835 -0.443
O -14.2925 -19.5846 -10.9147 -2.434 -0.412 -1.693 -0.105
O -12.5074 -19.1978 -9.8613 3.924 2.095 1.264 -0.221
H -14.5494 -23.8077 -6.4332 -0.204 -0.255 -0.125 0.088
H -15.9219 -23.5701 -8.4152 -0.327 0.138 -0.455 0.093
H -15.6678 -21.5688 -9.8183 0.381 -0.063 -0.690 0.095
H -12.0357 -20.6335 -7.6786 -0.142 0.296 -0.270 0.097
H -12.5731 -22.4801 -6.1998 0.096 0.346 0.254 0.092
C -10.0114 -19.2189 -14.5211 0.943 -1.606 -0.759 -0.019
C -11.2242 -18.8779 -13.7318 0.072 2.182 1.081 -0.454
O -11.1543 -18.1585 -12.7353 0.008 -0.906 -1.475 -0.075
C -12.5451 -19.4406 -14.1673 0.081 -0.805 1.304 -0.007
H -9.1026 -19.4240 -13.9553 -0.167 0.643 0.524 0.089
H -9.7427 -18.5805 -15.3627 -0.343 0.535 0.246 0.088
H -10.1812 -20.1851 -14.9963 -0.240 -0.139 -0.214 0.071
H -13.0390 -19.0636 -15.0629 0.382 0.145 0.010 0.087
H -13.1582 -19.3606 -13.2697 -0.531 0.264 -0.153 0.071
H -12.3542 -20.5107 -14.2488 -0.237 -0.193 -0.491 0.085
C -14.7815 -15.3666 -13.3721 -0.291 -0.294 2.156 0.006
C -14.6223 -16.1144 -12.0060 1.546 -0.261 -0.500 -0.424
O -13.4804 -16.2522 -11.5756 -1.866 0.327 -0.367 -0.125
C -15.8806 -16.6432 -11.3047 2.079 1.245 -0.945 0.007
H -14.0245 -14.5824 -13.3667 -0.026 -0.258 -0.330 0.047
H -15.7627 -14.8999 -13.2858 -0.113 -0.056 -0.846 0.069
H -14.6599 -16.0984 -14.1708 -0.173 0.287 -0.120 0.087
H -15.5060 -16.9509 -10.3284 -0.750 -0.444 -0.098 0.066
H -16.2757 -17.3923 -11.9908 -0.211 -0.302 0.513 0.097
H -16.5096 -15.7530 -11.3111 -0.512 -0.248 0.454 0.079
C -9.7213 -14.0167 -6.9866 0.492 0.461 -0.701 -0.009
C -9.2119 -14.0279 -8.4092 -2.124 -2.032 -0.015 -0.463
O -9.6145 -14.9083 -9.1875 1.573 2.415 0.883 -0.134
C -8.2119 -12.9598 -8.7553 0.141 -0.477 -2.193 -0.021
H -8.8384 -14.3698 -6.4537 -0.088 0.001 0.633 0.088
H -10.6118 -14.6155 -6.7955 0.182 -0.284 -0.358 0.066
H -9.8949 -12.9657 -6.7560 0.018 0.012 0.469 0.080
H -7.2000 -13.3147 -8.5599 0.043 0.313 0.838 0.086
H -8.4521 -11.9263 -8.5057 0.160 -0.317 0.821 0.087
H -8.1666 -12.9465 -9.8443 -0.150 -0.032 -0.337 0.071
C -11.0945 -12.4864 -11.3272 1.881 0.072 1.239 -0.007
C -11.1261 -13.6203 -12.3053 0.209 -2.082 -1.373 -0.398
O -10.7736 -14.7977 -12.0844 -0.914 3.573 -0.538 -0.113
C -11.5800 -13.1879 -13.7354 -0.816 -0.748 1.098 -0.010
H -10.5584 -11.6417 -11.7597 -0.473 0.230 -0.643 0.089
H -10.3668 -12.7435 -10.5575 -0.338 -0.479 0.376 0.054
H -11.9708 -12.1046 -10.8034 -0.382 -0.448 -0.513 0.101
H -12.2132 -12.3076 -13.6253 0.449 0.391 -0.229 0.075
H -12.2751 -13.9397 -14.1092 0.365 -0.316 -0.103 0.055
H -10.7780 -13.0775 -14.4652 0.088 0.172 0.297 0.087
```
Positions in Å, forces in eV/Å.

Output
energy	-59924.13236	eV
HOMO energy (spin up / spin down)	-1.8 / -2.8	eV
LUMO energy (spin up / spin down)	1.732 / 1.731	eV
orbital gap (spin up / spin down)	0.1311 / 0.1668	hartree
2S+1	2
charge	-1

(2)
Computed, not measured: a 16-piece molecular cluster, C39H58BrCl32N5O2 overall, with the ωB97M-V functional and the def2-TZVPD basis.

```
137
Properties=species:S:1:pos:R:3:forces:R:3:lowdin_charge:R:1
C -1.6798 5.2231 -2.5497 2.665 -3.507 -0.678 -0.174
C -0.6805 4.3343 -3.0540 -1.079 0.845 1.836 -0.130
C 0.4210 3.6743 -2.0890 2.558 1.375 0.624 -0.099
C 1.7782 4.3980 -1.9404 -1.968 -2.736 0.862 -0.087
C 2.0334 5.7826 -2.6996 0.426 0.227 0.989 -0.161
C 2.6282 5.6394 -4.1885 -0.789 -0.312 0.336 -0.249
N 1.7011 4.8849 -5.0893 0.648 0.535 0.364 -0.023
C 2.8904 3.7481 -1.0339 -2.338 -1.932 0.394 -0.114
N 4.1817 4.4235 -0.8729 -1.816 -1.693 -1.322 0.088
C 2.5314 2.4259 -0.3181 -1.474 1.733 -2.075 -0.100
O 3.5079 1.7820 0.5513 -0.897 0.199 -2.661 -0.112
N 3.2385 2.3204 1.7938 1.910 2.810 -2.665 -0.178
O 3.9823 3.2644 1.9852 -1.116 -1.864 -4.874 -0.183
C 1.1424 1.7096 -0.4497 -0.224 0.711 -0.221 -0.109
N 0.9211 0.5125 0.3022 -3.721 1.078 -2.310 0.138
C -0.3894 -0.0253 0.1422 1.559 1.641 -0.944 -0.163
C -0.6927 -1.3491 1.0194 0.668 1.375 1.094 -0.572
Br -0.8518 -2.9939 -0.1156 0.262 0.942 0.460 0.694
C -1.9307 -1.1540 2.0497 -0.256 0.060 -0.490 -0.269
C -3.1766 -2.1245 1.7918 -0.759 0.427 0.960 -0.179
C -1.4340 0.6343 -0.8036 -0.214 0.146 -0.134 -0.113
C -2.8951 -0.0696 -0.8996 0.075 1.178 -1.369 -0.107
C -3.6582 0.5112 -2.2098 -0.943 0.483 -2.136 -0.123
C -3.0334 0.0433 -3.5789 -3.094 2.058 -0.397 -0.041
C -3.6516 0.4557 -4.9438 -1.602 1.256 4.233 -0.068
C -4.9340 1.3635 -4.8851 1.957 -1.197 2.800 -0.076
C -5.5340 1.8482 -3.5165 2.674 -2.164 -0.583 -0.033
C -4.9178 1.4325 -2.1272 1.670 -1.549 -3.453 -0.163
C -5.5388 1.9153 -0.7397 0.045 0.495 -1.013 -0.091
N -1.2769 1.8155 -1.5880 3.970 -3.267 4.218 0.166
C 0.0442 2.3206 -1.3432 1.342 2.035 -0.660 -0.147
H -2.7140 5.1545 -3.0173 2.155 -0.022 0.769 -0.011
H -1.4450 5.9092 -1.6698 -0.695 -1.658 -0.767 0.077
H -0.6457 4.0160 -4.1626 -0.720 -0.047 2.119 0.101
H 1.0601 6.4001 -2.6954 1.459 -1.128 -0.155 0.114
H 2.7867 6.3910 -2.0613 -1.180 -0.929 -0.926 0.113
H 3.6028 5.0470 -4.1187 -1.149 0.943 -0.267 0.109
H 2.8022 6.6859 -4.6497 -0.110 -1.746 0.891 0.125
H 1.5185 3.9378 -4.7283 0.047 0.862 -0.218 -0.013
H 0.8338 5.4099 -5.2628 0.603 -0.494 0.331 0.067
H 4.9166 3.7148 -0.7350 -0.464 0.475 0.236 0.094
H 4.3823 4.9026 -1.7682 -0.119 -0.211 0.840 0.078
H 0.2293 -1.5464 1.6888 -1.326 0.435 -1.537 0.065
H -1.5486 -1.2905 3.1248 -0.568 0.063 -1.788 0.049
H -2.2375 -0.0401 1.9596 0.323 -1.835 0.176 0.115
H -3.0257 -3.1868 2.2206 -0.017 1.802 -0.877 0.013
H -4.0669 -1.6754 2.3822 1.347 -0.753 -0.898 0.062
H -3.5173 -2.1801 0.7040 0.667 -0.008 1.570 0.051
H -2.8342 -1.1966 -1.0618 0.250 1.527 0.395 0.071
H -3.4716 0.1356 0.0650 0.722 -0.226 -1.403 0.103
H -2.1116 -0.6362 -3.5709 -1.521 1.081 0.139 0.084
H -3.1805 0.0992 -5.9233 -0.910 0.644 1.614 0.087
H -5.3929 1.6327 -5.8990 0.523 -0.232 1.906 0.080
H -6.4714 2.4960 -3.5901 1.499 -1.015 0.352 0.084
H -4.8051 2.6575 -0.2448 -1.200 -1.247 -0.653 0.091
H -5.8124 1.0736 -0.0185 0.615 1.021 -1.091 0.075
H -6.5143 2.4742 -0.9830 1.512 -0.763 0.436 0.078
C -3.8961 8.2114 -4.4741 -0.158 0.424 0.257 -1.026
Cl -2.8591 8.9591 -5.6948 0.455 -0.080 0.155 0.475
Cl -2.9808 7.0827 -3.4608 -1.183 1.909 -1.222 0.656
H -4.3194 8.9925 -3.8432 0.122 -0.047 -0.148 0.028
H -4.6961 7.6673 -4.9741 0.252 -0.059 0.064 -0.006
C 3.9282 -1.6903 1.1352 -0.332 0.199 -0.174 -1.021
Cl 5.5654 -1.6666 1.8044 -0.031 0.084 0.078 0.545
Cl 3.6847 -3.0926 0.0873 -0.078 0.028 0.045 0.510
H 3.2119 -1.7328 1.9544 0.149 -0.083 -0.121 0.007
H 3.7702 -0.7823 0.5543 0.072 -0.156 0.085 0.007
C 8.6713 -0.9450 3.3723 -0.227 0.098 -0.074 -1.041
Cl 9.6956 -0.1942 2.1438 -0.109 0.021 -0.004 0.510
Cl 9.6017 -2.0489 4.3931 -0.083 -0.025 0.098 0.522
H 8.2386 -0.1651 3.9973 0.188 -0.109 -0.061 0.031
H 7.8785 -1.5043 2.8781 0.308 0.027 0.082 -0.054
C 0.4995 1.0280 -4.7652 -0.240 -0.095 0.028 -1.006
Cl 1.8945 1.6083 -3.8460 0.215 -0.390 -0.210 0.619
Cl 0.8800 0.8863 -6.4856 -0.102 -0.021 0.003 0.524
H 0.2084 0.0497 -4.3852 0.153 0.133 -0.055 0.021
H -0.3237 1.7312 -4.6412 0.135 -0.070 -0.001 0.009
C -4.6113 -5.8785 4.0126 -0.236 -0.182 -0.181 -1.073
Cl -4.2570 -4.5429 5.1194 0.071 -0.108 0.117 0.525
Cl -4.9083 -5.2902 2.3723 -0.059 -0.058 -0.036 0.538
H -3.7634 -6.5585 3.9961 -0.127 0.260 -0.051 -0.066
H -5.4967 -6.4026 4.3645 0.116 0.269 -0.145 -0.031
C 11.2630 -5.3274 3.5428 -0.128 0.192 -0.025 -1.052
Cl 12.9732 -5.2049 3.1138 -0.031 0.096 -0.025 0.500
Cl 10.8690 -6.9430 4.1433 -0.107 0.013 0.016 0.495
H 11.0398 -4.5975 4.3189 0.119 -0.193 -0.081 -0.014
H 10.6609 -5.1217 2.6591 0.150 -0.113 0.108 0.026
C -1.3983 -5.3969 -2.7596 0.278 -0.005 -0.014 -1.065
Cl -2.3831 -4.0475 -3.3393 0.056 0.098 -0.012 0.486
Cl -2.2997 -6.9164 -2.8217 0.098 -0.036 0.054 0.509
H -0.5113 -5.4844 -3.3882 -0.316 0.004 0.059 -0.056
H -1.1020 -5.2026 -1.7297 -0.175 -0.074 -0.129 -0.038
C 2.6303 -5.4960 -3.9527 0.237 0.007 0.025 -1.016
Cl 1.6459 -4.1469 -4.5322 0.046 0.135 -0.007 0.528
Cl 1.7294 -7.0154 -4.0146 0.051 0.078 -0.090 0.509
H 3.5159 -5.5837 -4.5806 -0.227 0.001 -0.002 0.032
H 2.9264 -5.3017 -2.9234 -0.172 -0.033 -0.169 -0.031
C -6.0636 10.5655 -7.9105 0.071 0.026 -0.227 -1.005
Cl -5.7885 9.4627 -6.5569 -0.540 0.105 -0.303 0.533
Cl -7.3205 11.7476 -7.5277 0.032 0.029 -0.096 0.506
H -5.1366 11.0933 -8.1301 -0.142 -0.055 0.170 0.032
H -6.3742 9.9876 -8.7796 -0.039 0.049 0.222 0.030
C -0.5748 -6.4344 4.3341 0.337 0.001 -0.076 -0.973
Cl -1.2830 -5.4066 3.0836 0.097 -0.059 -0.048 0.529
Cl -1.8124 -7.1155 5.4025 0.266 -0.121 0.204 0.556
H -0.0354 -7.2514 3.8573 -0.199 0.101 0.035 0.034
H 0.1131 -5.8359 4.9300 -0.214 -0.060 -0.019 0.008
C 1.4271 -1.3190 4.8071 0.240 0.043 0.157 -0.992
Cl 0.4673 0.0532 4.2445 0.219 0.103 0.085 0.570
Cl 0.5135 -2.8337 4.7152 0.059 0.059 -0.059 0.535
H 2.3172 -1.4054 4.1852 -0.198 -0.009 0.020 0.014
H 1.7168 -1.1447 5.8424 -0.151 -0.045 -0.140 0.030
C 3.9387 -8.5204 -1.0213 0.188 -0.185 -0.002 -1.002
Cl 3.1783 -6.9339 -0.8441 0.099 0.060 0.294 0.520
Cl 2.9838 -9.5721 -2.0728 0.147 -0.158 0.135 0.497
H 4.9294 -8.3916 -1.4547 -0.219 0.040 -0.016 0.030
H 4.0231 -8.9838 -0.0395 -0.140 0.113 -0.149 0.027
C 3.5298 2.3480 5.5126 -0.985 -0.120 0.093 -0.956
Cl 3.8938 3.6981 6.5989 0.065 0.003 0.271 0.514
Cl 3.3127 2.9076 3.8422 -0.108 -0.217 8.662 0.784
H 4.3555 1.6379 5.5421 -0.021 0.241 -0.073 0.028
H 2.6130 1.8616 5.8493 0.144 0.124 0.162 0.004
C 2.9369 6.9499 5.0526 0.012 -0.267 0.050 -1.059
Cl 3.2982 8.3010 6.1342 0.004 -0.049 0.091 0.497
Cl 2.7186 7.5046 3.3880 -0.025 -0.096 -0.049 0.494
H 3.7626 6.2409 5.0837 -0.099 0.190 -0.051 -0.011
H 2.0214 6.4642 5.3867 0.112 0.169 -0.075 0.025
C -4.7091 -9.4964 6.2174 0.205 -0.175 0.055 -1.013
Cl -5.4896 -7.9219 6.4144 0.069 -0.071 0.292 0.550
Cl -5.6774 -10.5670 5.1980 0.091 -0.034 0.024 0.515
H -3.7342 -9.3524 5.7534 -0.212 0.031 -0.025 -0.004
H -4.5872 -9.9555 7.1974 -0.148 0.104 -0.144 0.030
C -6.7449 -2.0337 4.4057 0.033 -0.275 0.037 -1.044
Cl -6.3896 -0.6993 5.5094 0.029 -0.054 0.084 0.499
Cl -7.0465 -1.4437 2.7660 -0.036 -0.078 -0.056 0.496
H -5.8933 -2.7139 4.3881 -0.154 0.268 -0.076 -0.059
H -7.6303 -2.5598 4.7599 0.077 0.200 -0.078 0.031
```
Positions in Å, forces in eV/Å.

Output
energy	-523671.66498	eV
HOMO energy	-8.4	eV
LUMO energy	-1.338	eV
orbital gap	0.2599	hartree
charge	0